(1)
Density functional theory data (ωB97M-V with the def2-TZVPD basis set) for C4H9LuO4 as an isolated structure.

Structure (XYZ):
```
18
Properties=species:S:1:pos:R:3
C -2.8205 0.9549 0.5276
O -2.2077 0.2261 -0.5119
H -3.9032 0.8085 0.4568
H -2.4231 0.6114 1.4953
H -2.5560 2.0209 0.4412
O 3.6150 -1.5650 0.1333
O 1.3316 1.2370 -1.1430
C 0.0555 1.4561 -0.9190
C -0.7258 -0.0030 -0.4694
O 1.4256 -1.2658 0.7152
C 2.4385 -2.2225 0.4940
Lu 2.7797 0.3367 0.2235
H -0.5150 1.7744 -1.8072
H -0.1663 2.0736 -0.0273
H -0.5515 -0.6524 -1.3361
H -0.4838 -0.0535 0.6067
H 2.5928 -2.8110 1.4279
H 2.1141 -2.9262 -0.3076
```

Properties
DFT total energy   -46094.8158 eV
Spin multiplicity   2
HOMO level (alpha / beta)   -12.78 / -12.73 eV
Molecular weight   296.079 g mol⁻¹
Gap between HOMO and LUMO (alpha / beta)   0.273 / 0.195 Ha
Total charge   +1

(2)
Density functional theory data (ωB97M-V with the def2-TZVPD basis set) for an isolated ion of composition C4H9N and charge -1.

Structure (XYZ):
```
14
Properties=species:S:1:pos:R:3
C -0.9982 1.9026 -1.3669
C -1.0689 0.6752 -0.8730
N 0.0267 -0.0076 -0.5435
C -0.0230 -0.9558 0.5613
C 1.3617 -1.2165 1.0369
H -1.9414 2.3611 -1.6429
H -0.2239 2.5832 -1.1066
H -1.9812 0.1919 -0.5425
H 0.8362 0.5866 -0.5430
H -0.5472 -1.8310 0.1932
H -0.6575 -0.5091 1.3595
H 1.3882 -1.9722 1.8628
H 1.8499 -0.3026 1.4123
H 1.9786 -1.5059 0.1922
```

Properties
DFT total energy   -5781.3236 eV
Spin multiplicity   2
HOMO level (alpha / beta)   1.45 / -4.45 eV
Molecular weight   71.123 g mol⁻¹
Energy relative to the best compared isomer or geometry (same formula, charge and spin)   83.38 kJ/mol
Gap between HOMO and LUMO (alpha / beta)   0.102 / 0.314 Ha
Total charge   -1

(3)
Density functional theory data (ωB97M-V with the def2-TZVPD basis set) for an isolated molecule of C4H9N.

Structure (XYZ):
```
14
Properties=species:S:1:pos:R:3
C -0.9891 -1.7405 1.7628
C -0.8919 -0.5259 1.2068
N -0.2232 -0.3003 0.0282
C 0.4327 0.9480 -0.2802
C 0.8955 0.9640 -1.7426
H -1.7761 -1.9086 2.4850
H -0.2741 -2.5462 1.6667
H -1.3202 0.3688 1.6512
H 0.0247 -1.0984 -0.5297
H -0.2661 1.7724 -0.1591
H 1.3021 1.1488 0.3490
H 1.9672 0.8016 -1.8544
H 0.4170 0.1967 -2.3543
H 0.7014 1.9195 -2.2295
```

Properties
DFT total energy   -5782.8963 eV
HOMO level   -7.79 eV
Molecular weight   71.123 g mol⁻¹
Energy relative to the best compared isomer or geometry (same formula, charge and spin)   88.35 kJ/mol
Gap between HOMO and LUMO   0.329 Ha
Total charge   0

(4)
Density functional theory data (ωB97M-V with the def2-TZVPD basis set) for an isolated molecule of C4H9N.

Structure (XYZ):
```
14
Properties=species:S:1:pos:R:3
C 0.5719 -0.5659 1.6595
N 0.5572 -0.2639 0.2294
C -0.6221 -0.8271 -0.5841
C -0.6416 0.5736 -1.3043
C 0.2444 1.1157 -0.1990
H 1.5584 -0.3521 2.0946
H -0.2782 0.0625 2.0940
H 0.5800 -1.6678 1.8008
H -1.6413 -1.1368 -0.0895
H -0.3745 -1.6907 -1.2739
H -0.0357 0.5562 -2.1687
H -1.6046 1.0692 -1.5890
H -0.4410 1.5530 0.5453
H 1.0202 1.6760 -0.4523
```

Properties
DFT total energy   -5781.9463 eV
HOMO level   -8.56 eV
Molecular weight   71.123 g mol⁻¹
Energy relative to the best compared isomer or geometry (same formula, charge and spin)   180.01 kJ/mol
Gap between HOMO and LUMO   0.361 Ha
Total charge   0

(5)
Density functional theory data (ωB97M-V with the def2-TZVPD basis set) for an isolated molecule of C4H9N.

Structure (XYZ):
```
14
Properties=species:S:1:pos:R:3
C 2.1005 -1.0153 0.9293
C 0.6921 -0.9881 0.4101
C 0.1475 -0.0593 -0.3851
N -1.2173 0.2179 -0.4378
C -1.6524 1.6116 -0.5360
H 2.6017 -0.1171 0.6343
H 2.6400 -1.9037 0.6269
H 2.0324 -0.9406 2.0158
H 0.1307 -1.9056 0.5866
H 0.7082 0.6475 -0.9901
H -1.8684 -0.4801 -0.1449
H -2.5117 1.7563 0.1058
H -1.8310 1.9100 -1.5674
H -0.8138 2.1722 -0.1212
```

Properties
DFT total energy   -5782.5480 eV
HOMO level   -7.34 eV
Molecular weight   71.123 g mol⁻¹
Energy relative to the best compared isomer or geometry (same formula, charge and spin)   121.95 kJ/mol
Gap between HOMO and LUMO   0.316 Ha
Total charge   0

(6)
Density functional theory data (ωB97M-V with the def2-TZVPD basis set) for a 2-piece molecular cluster, C4H9N overall.

Structure (XYZ):
```
14
Properties=species:S:1:pos:R:3
C 0.4361 -1.1976 0.6699
C -0.0366 -0.9478 1.8949
N 0.6452 -0.2349 2.8898
H 1.4032 -0.7287 0.5433
H -0.0943 -1.8611 0.0109
H -1.0468 -1.1064 2.2781
H 1.6386 -0.2863 2.7543
H 0.3843 -0.3539 3.8478
C -1.0875 0.8684 -2.8067
C -0.1038 1.5122 -2.1858
H -0.8725 0.4350 -3.7859
H -1.9750 0.5302 -2.2942
H 0.7410 1.9419 -2.7153
H -0.0319 1.4289 -1.1009
```

Properties
DFT total energy   -5781.8180 eV
HOMO level   -8.33 eV
Molecular weight   71.123 g mol⁻¹
Energy relative to the best compared isomer or geometry (same formula, charge and spin)   192.39 kJ/mol
Gap between HOMO and LUMO   0.349 Ha
Total charge   0

Number 1: largest force on an atom 0.09960 hartree/bohr. Number 2: largest force on an atom 0.04586 hartree/bohr. Number 3: largest force on an atom 0.02025 hartree/bohr. Number 4: largest force on an atom 0.11396 hartree/bohr. Number 5: largest force on an atom 0.02884 hartree/bohr. Number 6: largest force on an atom 0.03161 hartree/bohr.